The following is a DFT calculation (wB97M-V/def2-TZVPD) of a 14-piece molecular cluster, C53H75N7O13 overall.

The frontier orbital gap is 8.2 eV. As for the spin multiplicity: 1. Its HOMO energy is -8.01 eV.

CARTESIAN COORDINATES (ANGSTROEM)
O1 0.640 -3.996 2.001
C1 -0.491 -4.310 2.251
O2 -1.497 -3.972 1.429
C2 -2.772 -4.356 1.992
C3 -2.495 -4.617 3.469
C4 -1.039 -5.046 3.454
H1 -3.121 -5.253 1.475
H2 -3.472 -3.544 1.830
H3 -3.159 -5.396 3.851
H4 -2.680 -3.752 4.104
H5 -0.929 -6.121 3.290
H6 -0.434 -4.781 4.318
O3 -2.681 -1.421 2.667
C5 -3.670 -0.725 2.668
O4 -4.832 -1.136 3.195
C6 -5.865 -0.159 2.947
C7 -5.122 1.141 2.654
C8 -3.782 0.674 2.096
H7 -6.496 -0.071 3.828
H8 -6.459 -0.511 2.104
H9 -5.027 1.798 3.516
H10 -5.702 1.762 1.963
H11 -2.912 1.257 2.380
H12 -3.834 0.458 1.025
O5 -3.893 2.805 -4.899
C9 -2.980 3.294 -4.303
O6 -2.307 4.375 -4.773
C10 -1.146 4.633 -3.966
C11 -1.412 3.954 -2.628
C12 -2.367 2.839 -2.985
H13 -1.018 5.709 -3.880
H14 -0.264 4.198 -4.441
H15 -1.864 4.666 -1.930
H16 -0.508 3.614 -2.126
H17 -3.228 2.734 -2.321
H18 -1.933 1.853 -3.139
O7 1.831 3.689 -2.670
C13 2.490 2.967 -3.360
O8 2.219 1.646 -3.478
C14 3.275 1.029 -4.235
C15 4.478 1.937 -4.011
C16 3.783 3.297 -4.101
H19 3.009 1.096 -5.301
H20 3.408 -0.018 -4.002
H21 5.292 1.746 -4.704
H22 4.831 1.783 -2.987
H23 3.560 3.614 -5.120
H24 4.256 4.098 -3.539
O9 1.983 8.420 1.680
C17 1.663 7.664 0.817
O10 1.262 6.396 1.074
C18 0.976 5.715 -0.160
C19 1.726 6.489 -1.238
C20 1.615 7.891 -0.682
H25 -0.101 5.814 -0.343
H26 1.215 4.657 -0.126
H27 1.271 6.331 -2.214
H28 2.755 6.135 -1.334
H29 0.595 8.265 -0.874
H30 2.241 8.714 -1.010
O11 0.202 2.373 -0.264
C21 0.167 1.179 -0.237
O12 -0.757 0.506 0.488
C22 -0.423 -0.888 0.559
C23 0.987 -1.021 -0.031
C24 1.067 0.199 -0.941
H31 -1.133 -1.496 -0.006
H32 -0.478 -1.270 1.570
H33 1.101 -1.974 -0.538
H34 1.774 -0.965 0.727
H35 0.640 -0.001 -1.932
H36 2.052 0.625 -1.104
C25 4.044 -2.753 2.736
O13 3.304 -3.444 1.749
H37 4.171 -3.345 3.646
H38 5.040 -2.562 2.328
H39 3.598 -1.788 2.985
H40 2.352 -3.421 1.928
N1 -5.088 0.012 -1.439
C26 -3.995 -0.769 -1.151
C27 -4.435 -2.004 -0.782
C28 -5.865 -1.962 -0.825
C29 -6.233 -0.692 -1.172
H41 -5.042 1.002 -1.598
H42 -3.025 -0.321 -1.306
H43 -3.850 -2.858 -0.484
H44 -6.546 -2.775 -0.635
H45 -7.219 -0.269 -1.260
N2 1.509 -6.934 -2.402
C30 0.207 -7.121 -2.047
C31 -0.138 -6.105 -1.194
C32 1.018 -5.299 -1.020
C33 2.024 -5.821 -1.795
H46 2.043 -7.540 -2.999
H47 -0.306 -8.031 -2.307
H48 -1.035 -6.018 -0.604
H49 1.092 -4.456 -0.350
H50 3.052 -5.536 -1.931
N3 -3.690 4.229 1.662
C34 -2.569 4.346 0.893
C35 -1.493 4.163 1.712
C36 -1.977 3.911 3.017
C37 -3.344 3.986 2.962
H51 -4.640 4.216 1.341
H52 -2.636 4.581 -0.155
H53 -0.463 4.165 1.405
H54 -1.357 3.756 3.884
H55 -4.131 3.835 3.679
N4 4.478 -3.341 -0.798
C38 3.841 -3.043 -1.967
C39 4.740 -3.193 -2.995
C40 5.987 -3.540 -2.414
C41 5.784 -3.624 -1.056
H56 4.041 -3.381 0.128
H57 2.822 -2.700 -1.893
H58 4.521 -3.099 -4.047
H59 6.935 -3.741 -2.885
H60 6.475 -3.941 -0.294
N5 2.356 2.792 1.856
C42 3.363 1.950 1.450
C43 3.871 1.340 2.569
C44 3.180 1.876 3.690
C45 2.262 2.781 3.218
H61 1.789 3.305 1.203
H62 3.488 1.795 0.391
H63 4.666 0.614 2.610
H64 3.310 1.683 4.742
H65 1.537 3.392 3.726
N6 -0.373 -1.649 4.420
C46 -0.386 -2.201 5.664
C47 0.839 -1.986 6.240
C48 1.592 -1.193 5.328
C49 0.819 -1.005 4.221
H66 -1.163 -1.589 3.792
H67 -1.175 -2.833 6.043
H68 1.162 -2.296 7.220
H69 2.605 -0.847 5.451
H70 0.978 -0.441 3.316
N7 -0.005 -2.926 -2.917
C50 -1.135 -2.170 -2.882
C51 -1.139 -1.345 -3.980
C52 0.057 -1.616 -4.696
C53 0.757 -2.560 -3.999
H71 0.317 -3.591 -2.222
H72 -1.872 -2.361 -2.121
H73 -1.952 -0.720 -4.310
H74 0.465 -1.176 -5.594
H75 1.709 -3.035 -4.167



The following is a DFT calculation (wB97M-V/def2-TZVPD) of one molecule with the formula C4H6F2S.

The frontier orbital gap is 10.3 eV. As for the spin multiplicity: 1. The calculation puts the energy above the lowest of the compared OMol25 structures with the same formula, charge and spin at 95.04 kJ/mol. Its HOMO energy is -9.55 eV.

CARTESIAN COORDINATES (ANGSTROEM)
C1 -0.358 -0.014 -0.012
C2 0.169 1.453 -0.145
C3 0.290 -0.860 1.066
C4 0.460 -1.242 -0.315
H1 -2.170 0.276 -1.544
H2 -0.195 1.801 -1.133
H3 -0.265 2.071 0.617
H4 -0.302 -1.434 1.770
H5 1.213 -0.442 1.563
H6 0.092 -2.163 -0.675
F1 1.524 1.565 -0.058
F2 1.680 -1.033 -0.873
S1 -2.138 0.020 -0.260



The following is a DFT calculation (wB97M-V/def2-TZVPD) of C36H32Cl3N6O4SeSiY as an isolated structure.

The frontier orbital gap is 6.3 eV. As for the spin multiplicity: 1. The calculation puts the energy above the lowest of the compared OMol25 structures with the same formula, charge and spin at 18.57 kJ/mol. Its HOMO energy is -7.46 eV.

CARTESIAN COORDINATES (ANGSTROEM)
Y1 0.677 0.019 0.627
N1 2.156 -1.148 2.328
C1 3.428 -1.759 1.899
C2 4.347 -0.721 1.266
C3 3.916 -0.331 -0.137
O1 4.729 -0.294 -1.047
O2 2.652 -0.084 -0.284
H1 2.350 -0.392 2.982
H2 1.577 -1.827 2.811
H3 3.199 -2.547 1.174
H4 3.939 -2.229 2.743
H5 5.365 -1.101 1.208
H6 4.361 0.180 1.890
Cl1 -0.160 6.802 4.326
C4 0.259 5.263 3.632
C5 -0.666 4.588 2.860
C6 -0.308 3.368 2.320
Cl2 -1.449 2.485 1.345
C7 0.947 2.766 2.510
O3 1.260 1.609 2.006
C8 1.840 3.504 3.310
Cl3 3.407 2.821 3.603
C9 1.516 4.728 3.862
H7 -1.649 5.001 2.683
H8 2.235 5.258 4.470
Se1 -2.059 3.006 -6.475
N2 -2.813 1.969 -5.240
C10 -1.999 1.941 -4.220
C11 -2.265 1.192 -2.998
C12 -3.454 0.496 -2.789
C13 -3.614 -0.212 -1.619
C14 -2.566 -0.236 -0.704
N3 -1.424 0.415 -0.897
C15 -1.282 1.148 -2.012
C16 -0.037 1.925 -2.148
N4 0.825 1.871 -1.124
C17 1.936 2.590 -1.181
C18 2.250 3.404 -2.265
C19 1.385 3.445 -3.333
C20 0.210 2.695 -3.283
C21 -0.768 2.682 -4.365
N5 -0.602 3.307 -5.499
H9 -4.224 0.526 -3.549
H10 -4.523 -0.757 -1.407
H11 -2.637 -0.799 0.218
H12 2.607 2.496 -0.337
H13 3.170 3.971 -2.261
H14 1.588 4.047 -4.210
C22 -1.105 -2.912 4.213
Si1 -1.467 -1.423 3.117
C23 -3.313 -1.053 3.096
C24 -0.688 0.024 4.022
N6 -0.802 -1.584 1.520
C25 -1.102 -2.701 0.759
C26 -2.074 -3.674 1.080
C27 -2.287 -4.807 0.311
C28 -1.551 -5.030 -0.840
C29 -0.627 -4.073 -1.229
C30 -0.456 -2.930 -0.476
O4 0.470 -1.949 -0.885
C31 0.601 -1.700 -2.264
C32 -0.515 -1.620 -3.085
C33 -0.353 -1.261 -4.414
C34 0.911 -0.984 -4.920
C35 2.018 -1.096 -4.091
C36 1.872 -1.468 -2.761
H15 -1.607 -2.789 5.177
H16 -0.031 -2.965 4.417
H17 -1.405 -3.872 3.796
H18 -3.689 -0.935 4.116
H19 -3.913 -1.822 2.608
H20 -3.489 -0.108 2.574
H21 -1.084 0.013 5.042
H22 -0.945 0.991 3.590
H23 0.399 -0.033 4.099
H24 -2.672 -3.539 1.970
H25 -3.039 -5.522 0.622
H26 -1.693 -5.923 -1.433
H27 -0.048 -4.200 -2.135
H28 -1.500 -1.828 -2.688
H29 -1.226 -1.191 -5.053
H30 1.031 -0.697 -5.958
H31 3.013 -0.895 -4.466
H32 2.736 -1.530 -2.120



The following is a DFT calculation (wB97M-V/def2-TZVPD) of a 2-piece molecular cluster, C4H5N3O overall.

The frontier orbital gap (spin up / spin down) is 6.7 / 6.9 eV. As for the spin multiplicity: 1. The calculation puts the energy above the lowest of the compared OMol25 structures with the same formula, charge and spin at 596.53 kJ/mol. Its HOMO energy (spin up / spin down) is -8.08 / -8.27 eV.

CARTESIAN COORDINATES (ANGSTROEM)
C1 -1.336 -1.252 -0.638
C2 -0.147 -0.316 0.909
C3 -0.604 0.788 0.009
C4 2.591 -0.164 0.800
N1 -0.576 -1.445 0.417
N2 -1.529 0.040 -0.898
N3 -0.693 2.026 0.119
O1 2.723 0.134 -0.357
H1 -1.929 -1.964 -1.198
H2 2.213 0.507 1.644
H3 2.789 -1.140 1.385
H4 -2.059 0.284 -1.660
H5 -1.442 2.503 -0.531



The following is a DFT calculation (wB97M-V/def2-TZVPD) of C4H7N2 as an isolated structure.

The frontier orbital gap (spin up / spin down) is 9.5 / 9.5 eV. As for the spin multiplicity: 1. The calculation puts the energy above the lowest of the compared OMol25 structures with the same formula, charge and spin at 555.28 kJ/mol. Its HOMO energy (spin up / spin down) is -15.66 / -15.66 eV. Its total charge is +1.

CARTESIAN COORDINATES (ANGSTROEM)
C1 -1.851 -1.182 -0.079
C2 -0.507 -0.776 0.304
C3 0.761 -1.371 0.618
C4 -0.391 1.857 0.321
N1 -2.424 -0.064 -0.036
N2 -0.780 0.538 0.261
H1 -2.373 -2.221 -0.171
H2 1.035 -1.990 -0.130
H3 0.648 -1.935 1.506
H4 1.485 -0.663 0.738
H5 -1.140 2.517 0.896
H6 -0.425 2.326 -0.686
H7 0.573 1.913 0.684



The following is a DFT calculation (wB97M-V/def2-TZVPD) of one molecule with the formula C3H8N2O.

The frontier orbital gap is 9.8 eV. As for the spin multiplicity: 1. The calculation puts the energy above the lowest of the compared OMol25 structures with the same formula, charge and spin at 220.55 kJ/mol. Its HOMO energy is -9.03 eV.

CARTESIAN COORDINATES (ANGSTROEM)
C1 1.392 -0.143 0.405
C2 0.614 0.978 -0.275
C3 -1.461 -0.169 -0.357
H1 1.038 -2.054 0.478
H2 1.083 -0.211 1.437
H3 2.449 0.221 0.410
H4 0.831 0.941 -1.346
H5 1.019 1.864 0.005
H6 -1.013 1.564 0.811
H7 -1.000 -0.538 -1.265
H8 -2.871 -1.468 -0.172
N1 -0.812 1.038 -0.062
N2 -2.459 -0.671 0.288
O1 1.190 -1.352 -0.355



The following is a DFT calculation (wB97M-V/def2-TZVPD) of a 2-piece molecular cluster, C4H12S2 overall.

The frontier orbital gap is 9.7 eV. As for the spin multiplicity: 1. The calculation puts the energy above the lowest of the compared OMol25 structures with the same formula, charge and spin at 78.72 kJ/mol. Its HOMO energy is -8.89 eV.

CARTESIAN COORDINATES (ANGSTROEM)
C1 0.964 2.648 0.672
C2 0.853 1.452 1.616
S1 2.111 0.155 1.528
H1 0.135 3.358 0.623
H2 1.842 3.267 0.854
H3 1.126 2.370 -0.392
H4 -0.092 0.971 1.376
H5 0.819 1.825 2.635
H6 2.527 0.304 0.295
C3 -1.185 -2.323 -0.219
C4 -1.473 -1.900 -1.640
S2 -0.096 -0.783 -2.181
H7 -0.403 -3.075 -0.295
H8 -0.891 -1.568 0.507
H9 -2.031 -2.771 0.305
H10 -2.412 -1.423 -1.977
H11 -1.342 -2.617 -2.477
H12 -0.453 0.110 -1.229



The following is a DFT calculation (wB97M-V/def2-TZVPD) of a 2-piece molecular cluster, C3H11NO3 overall.

The frontier orbital gap is 10.1 eV. As for the spin multiplicity: 1. The calculation puts the energy above the lowest of the compared OMol25 structures with the same formula, charge and spin at 261.78 kJ/mol. Its HOMO energy is -9.34 eV.

CARTESIAN COORDINATES (ANGSTROEM)
C1 0.229 -0.218 1.336
C2 -0.935 0.380 2.124
O1 -2.062 0.425 1.188
N1 0.411 0.380 -0.024
C3 1.641 -0.035 -0.774
O2 1.905 -1.405 -0.925
H1 0.132 -1.375 1.240
H2 1.158 -0.058 1.780
H3 -1.118 -0.271 3.024
H4 -0.590 1.422 2.403
H5 -2.905 0.746 1.464
H6 -0.417 0.222 -0.565
H7 2.441 0.553 -0.386
H8 1.419 0.284 -1.779
H9 2.376 -1.604 -1.645
H10 -1.744 0.503 -2.389
H11 -0.575 -0.185 -2.840
O3 -1.366 0.235 -3.231



The following is a DFT calculation (wB97M-V/def2-TZVPD) of one molecule with the formula C2H3IN2.

The frontier orbital gap (spin up / spin down) is 8.0 / 6.9 eV. As for the spin multiplicity: 3. The calculation puts the energy above the lowest of the compared OMol25 structures with the same formula, charge and spin at 70.68 kJ/mol. Its HOMO energy (spin up / spin down) is -7.53 / -9.21 eV. The expectation value of S² is 2.028.

CARTESIAN COORDINATES (ANGSTROEM)
C1 0.392 0.909 -0.076
C2 1.198 -0.160 -0.056
N1 -0.343 -1.758 -0.259
N2 0.728 -1.394 0.264
I1 3.340 0.018 -0.006
H1 0.659 1.870 -0.137
H2 -0.627 0.794 -0.032
H3 -0.544 -2.596 0.227



The following is a DFT calculation (wB97M-V/def2-TZVPD) of a 2-piece molecular cluster, C12H17N overall.

The frontier orbital gap is 8.7 eV. As for the spin multiplicity: 1. The calculation puts the energy above the lowest of the compared OMol25 structures with the same formula, charge and spin at 62.63 kJ/mol. Its HOMO energy is -7.76 eV.

CARTESIAN COORDINATES (ANGSTROEM)
C1 2.164 2.225 0.878
C2 2.130 3.711 0.591
C3 0.920 1.483 0.478
C4 0.054 1.857 -0.499
C5 0.373 0.285 1.027
C6 -0.859 0.017 0.392
C7 0.711 -0.503 2.134
C8 -1.805 -0.848 0.919
C9 -0.156 -1.468 2.618
C10 -1.379 -1.656 1.972
N1 -0.979 0.947 -0.596
H1 3.036 1.786 0.389
H2 2.359 2.046 1.928
H3 1.457 4.238 1.265
H4 0.046 2.734 -1.125
H5 -1.523 0.860 -1.436
H6 1.694 -0.389 2.577
H7 -2.833 -0.854 0.587
H8 0.176 -2.094 3.438
H9 -2.108 -2.395 2.280
H10 1.767 3.985 -0.408
H11 3.120 4.160 0.599
C11 -0.384 -2.262 -2.336
C12 -1.722 -2.862 -2.682
H12 0.438 -2.438 -3.042
H13 -0.371 -1.174 -2.423
H14 -0.016 -2.454 -1.330
H15 -2.241 -2.321 -3.471
H16 -2.378 -2.692 -1.822
H17 -1.690 -3.922 -2.901



The following is a DFT calculation (wB97M-V/def2-TZVPD) of C28H32NO4P2SeSiSn as an isolated structure.

The frontier orbital gap is 6.9 eV. As for the spin multiplicity: 1. The calculation puts the energy above the lowest of the compared OMol25 structures with the same formula, charge and spin at 0.00 kJ/mol. Its HOMO energy is -11.07 eV. Its total charge is +1.

CARTESIAN COORDINATES (ANGSTROEM)
Sn1 -0.133 2.036 -0.886
C1 0.021 1.170 2.730
N1 -0.124 -0.016 1.829
P1 -1.678 -0.187 1.013
C2 -2.100 -1.936 1.314
C3 -1.582 -2.654 2.388
C4 -1.947 -3.981 2.573
C5 -2.824 -4.594 1.687
C6 -3.347 -3.879 0.617
C7 -2.984 -2.551 0.429
C8 -2.937 0.612 2.063
C9 -3.073 0.426 3.442
C10 -4.140 0.994 4.117
C11 -5.107 1.719 3.423
C12 -5.005 1.875 2.051
C13 -3.915 1.333 1.375
P2 1.150 0.172 0.653
C14 2.613 -0.062 1.693
C15 2.647 -1.198 2.501
C16 3.758 -1.425 3.295
C17 4.827 -0.532 3.278
C18 4.792 0.588 2.463
C19 3.678 0.831 1.666
C20 1.220 -1.258 -0.472
C21 2.347 -1.239 -1.308
C22 2.564 -2.273 -2.203
C23 1.660 -3.327 -2.286
C24 0.540 -3.343 -1.470
C25 0.314 -2.312 -0.565
H1 -0.769 1.193 3.466
H2 -0.004 2.129 2.196
H3 0.974 1.111 3.250
H4 -0.881 -2.180 3.068
H5 -1.543 -4.539 3.410
H6 -3.096 -5.633 1.827
H7 -4.028 -4.356 -0.076
H8 -3.381 -1.993 -0.414
H9 -2.367 -0.189 3.991
H10 -4.229 0.860 5.189
H11 -5.945 2.151 3.957
H12 -5.770 2.413 1.503
H13 -3.829 1.459 0.300
H14 1.817 -1.895 2.500
H15 3.795 -2.305 3.925
H16 5.692 -0.716 3.903
H17 5.628 1.275 2.445
H18 3.646 1.697 1.015
H19 3.054 -0.424 -1.254
H20 3.443 -2.257 -2.836
H21 1.837 -4.139 -2.980
H22 -0.165 -4.163 -1.524
H23 -0.555 -2.363 0.078
O1 3.447 3.850 -2.886
Se1 2.505 2.947 -1.971
O2 1.272 3.726 -1.142
O3 1.409 1.958 -2.991
O4 3.130 1.823 -1.001
C26 -1.032 3.160 -3.975
Si1 0.610 2.462 -4.467
C27 0.388 0.854 -5.341
C28 1.562 3.706 -5.413
H24 -1.544 3.521 -4.874
H25 -0.937 4.008 -3.300
H26 -1.682 2.415 -3.526
H27 0.111 1.020 -6.390
H28 -0.394 0.247 -4.877
H29 1.322 0.284 -5.322
H30 1.041 3.894 -6.357
H31 2.569 3.348 -5.644
H32 1.666 4.648 -4.872



The following is a DFT calculation (wB97M-V/def2-TZVPD) of one molecule with the formula C4H5OP.

The frontier orbital gap (spin up / spin down) is 8.5 / 7.7 eV. As for the spin multiplicity: 1. The calculation puts the energy above the lowest of the compared OMol25 structures with the same formula, charge and spin at 469.40 kJ/mol. Its HOMO energy (spin up / spin down) is -8.85 / -8.08 eV.

CARTESIAN COORDINATES (ANGSTROEM)
C1 1.024 -1.913 0.392
C2 -0.101 -1.901 -0.172
C3 -1.465 -1.348 0.322
C4 -0.533 1.246 0.073
O1 -2.299 -0.817 -0.653
P1 -2.014 0.351 0.553
H1 1.544 -1.680 1.358
H2 -0.263 -2.251 -1.209
H3 0.082 1.427 0.862
H4 -0.836 2.252 -0.191
H5 0.024 0.763 -0.852



Number 1: F_max 1.3 eV Å⁻¹, energy -93226.548 eV. Number 2: F_max 2.4 eV Å⁻¹, energy -20513.962 eV. Number 3: F_max 0.2 eV Å⁻¹, energy -166825.628 eV. Number 4: F_max 2.9 eV Å⁻¹, energy -10741.432 eV. Number 5: F_max 6.4 eV Å⁻¹, energy -7229.983 eV. Number 6: F_max 5.4 eV Å⁻¹, energy -8267.040 eV. Number 7: F_max 2.4 eV Å⁻¹, energy -26012.302 eV. Number 8: F_max 6.3 eV Å⁻¹, energy -10920.292 eV. Number 9: F_max 3.7 eV Å⁻¹, energy -13198.504 eV. Number 10: F_max 1.8 eV Å⁻¹, energy -14209.688 eV. Number 11: F_max 0.8 eV Å⁻¹, energy -136862.062 eV. Number 12: F_max 4.8 eV Å⁻¹, energy -15559.150 eV.